1.
ORCA calculation (the ωB97M-V functional and the def2-TZVPD basis) on a molecular structure, C3H4CsMgO4 in a non-equilibrium geometry.

Summary:
**Electronic energy**: -17348.4346 eV
**Energy relative to the best compared isomer or geometry (same formula, charge and spin)**: 70.66 kcal/mol
**Total charge**: +1
**Max |F|**: 3.31 eV/A
**Kohn-Sham gap (alpha / beta)**: 7.2 / 5.9 eV
**HOMO level (alpha / beta)**: -12.077 / -12.283 eV

Positions of all 13 atoms, in Å:
O1 -0.7490 0.7201 -1.6859
O2 -0.6942 -0.1401 0.5795
C1 0.3094 -1.0646 0.9623
C2 1.5847 -0.5460 0.2939
O3 1.1951 0.2736 -0.7831
C3 -0.0488 0.8601 -0.5516
H1 0.4407 -1.0792 2.0456
H2 0.0589 -2.0603 0.5930
H3 2.1623 -1.3943 -0.0762
H4 2.1631 0.0453 1.0067
O4 0.0928 2.2237 -0.2929
Cs1 -3.8786 -0.6770 -0.9472
Mg1 -2.6364 2.8387 -1.1441

Forces on atoms 1 to 2 (eV/Å):
O -1.6 2.2 1.6
O 0.3 2.3 -1.3

Here are the natural (NBO) charges for atoms 1 to 5, given in e:
1. O -0.69
2. O -0.64
3. C -0.09
4. C -0.09
5. O -0.51

***

2.
ORCA calculation (the ωB97M-V functional and the def2-TZVPD basis) on a molecular structure, C3H4CsO in a non-equilibrium geometry.

Summary:
**Electronic energy**: -5763.6325 eV
**Energy relative to the best compared isomer or geometry (same formula, charge and spin)**: 0.00 kcal/mol
**2S+1**: 2
**Max |F|**: 2.78 eV/A
**Kohn-Sham gap (alpha / beta)**: 6.4 / 5.5 eV
**HOMO level (alpha / beta)**: -7.084 / -6.164 eV

Positions of all 9 atoms, in Å:
C1 0.5803 -1.1271 0.8288
C2 0.3059 0.3539 0.8550
C3 0.9566 -0.4815 -0.2433
H1 0.6794 -1.9927 1.4769
H2 0.8077 1.3191 1.0203
H3 -0.7001 0.5567 1.2554
H4 1.3359 -0.4898 -1.2623
O1 -2.3751 -0.5153 -1.7349
Cs1 -1.5906 2.3767 -2.1960

Forces on atoms 1 to 2 (eV/Å):
C 2.7 0.8 0.1
C -0.8 1.1 0.1

Here are the Löwdin charges for atoms 1 to 5, given in e:
1. C -0.04
2. C -0.22
3. C -0.05
4. H 0.10
5. H 0.06

***

3.
ORCA calculation (the ωB97M-V functional and the def2-TZVPD basis) on a molecular structure, C3H4CsO3 in a non-equilibrium geometry.

Summary:
**Electronic energy**: -9862.6672 eV
**Energy relative to the best compared isomer or geometry (same formula, charge and spin)**: 70.00 kcal/mol
**Total charge**: -1
**Max |F|**: 5.83 eV/A
**Kohn-Sham gap (alpha / beta)**: 2.8 / 2.8 eV
**HOMO level (alpha / beta)**: -1.676 / -1.675 eV

Positions of all 11 atoms, in Å:
O1 -1.3543 2.2057 0.4148
C1 -1.5122 1.2177 1.1962
O2 -2.0808 1.2645 2.2954
O3 0.8573 0.1681 0.5007
Cs1 1.2303 3.0428 -1.4695
C2 0.4141 -1.0003 -0.0316
C3 1.2704 -1.6239 -0.9410
H1 -0.6289 -1.3378 -0.2009
H2 -1.3654 -0.0561 0.8048
H3 1.0382 -1.7016 -2.0083
H4 2.1313 -2.1789 -0.5606

Forces on atoms 1 to 2 (eV/Å):
O 1.1 -0.4 -0.6
C -1.8 -2.5 -0.8

Here are the Löwdin charges for atoms 1 to 5, given in e:
1. O -0.27
2. C -0.67
3. O -0.14
4. O -0.29
5. Cs 0.85

***

4.
ORCA calculation (the ωB97M-V functional and the def2-TZVPD basis) on C3H4F2 in the gas phase in a non-equilibrium geometry.

Summary:
**Electronic energy**: -8608.9788 eV
**Energy relative to the best compared isomer or geometry (same formula, charge and spin)**: 26.18 kcal/mol
**Max |F|**: 4.40 eV/A
**SMILES string**: FC1(F)CC1
**Kohn-Sham gap**: 12.3 eV
**HOMO level**: -11.301 eV

Positions of all 9 atoms, in Å:
F1 -1.5353 -1.1482 -0.0796
C1 -0.7462 -0.0885 -0.0342
F2 -1.8089 1.1263 0.0745
C2 0.4831 -0.0012 0.7614
C3 0.5208 0.0181 -0.7610
H1 0.7827 -0.8876 1.3010
H2 0.6861 0.9246 1.2737
H3 0.7927 0.9363 -1.2531
H4 0.8249 -0.8799 -1.2828

Forces on atoms 1 to 2 (eV/Å):
F 0.3 -0.2 0.0
C -2.9 3.0 0.7

Here are the natural (NBO) charges for atoms 1 to 5, given in e:
1. F -0.30
2. C 0.71
3. F -0.42
4. C -0.48
5. C -0.48

***

5.
ORCA calculation (the ωB97M-V functional and the def2-TZVPD basis) on C3H4F2 in the gas phase.

Summary:
**Electronic energy**: -8610.1141 eV
**Energy relative to the best compared isomer or geometry (same formula, charge and spin)**: 0.00 kcal/mol
**Max |F|**: 0.87 eV/A
**SMILES string**: CC=C(F)F
**Kohn-Sham gap**: 10.6 eV
**HOMO level**: -9.551 eV

Positions of all 9 atoms, in Å:
C1 -0.8114 -0.8062 0.2307
C2 0.1109 0.3640 0.4100
C3 0.9342 0.7866 -0.5238
F1 1.0860 0.2593 -1.7146
F2 1.7499 1.8273 -0.3744
H1 -1.8741 -0.5164 0.3761
H2 -0.6827 -1.2400 -0.7467
H3 -0.6039 -1.5825 0.9819
H4 0.0911 0.9079 1.3609

Forces on atoms 1 to 2 (eV/Å):
C -0.4 0.1 0.7
C -0.4 0.0 0.4

Here are the natural (NBO) charges for atoms 1 to 5, given in e:
1. C -0.63
2. C -0.37
3. C 0.74
4. F -0.31
5. F -0.31

***

6.
ORCA calculation (the ωB97M-V functional and the def2-TZVPD basis) on a molecular structure, C3H4F2 in a non-equilibrium geometry.

Summary:
**Electronic energy**: -8606.5789 eV
**Energy relative to the best compared isomer or geometry (same formula, charge and spin)**: 81.52 kcal/mol
**Max |F|**: 5.73 eV/A
**Kohn-Sham gap**: 10.6 eV
**HOMO level**: -10.080 eV

Positions of all 9 atoms, in Å:
C1 -1.6395 0.7016 -0.0093
C2 -0.2121 0.1815 -0.3514
C3 0.5670 0.3708 0.6662
H1 -1.9665 1.7653 -0.2933
H2 -2.1878 -0.1717 -0.3938
H3 -1.8627 0.3948 1.3751
H4 -0.0421 0.8460 1.5682
F1 -0.0861 -0.4547 -1.5109
F2 1.6158 -0.6962 1.0566

Forces on atoms 1 to 2 (eV/Å):
C -0.5 -1.2 2.8
C -2.5 1.5 -0.4

Here are the natural (NBO) charges for atoms 1 to 5, given in e:
1. C -0.64
2. C 0.32
3. C 0.11
4. H 0.25
5. H 0.24

***

7.
ORCA calculation (the ωB97M-V functional and the def2-TZVPD basis) on C3H4F2O in the gas phase in a non-equilibrium geometry.

Summary:
**Electronic energy**: -10652.9042 eV
**Energy relative to the best compared isomer or geometry (same formula, charge and spin)**: 116.58 kcal/mol
**Max |F|**: 6.26 eV/A
**Kohn-Sham gap (alpha / beta)**: 8.6 / 8.1 eV
**HOMO level (alpha / beta)**: -8.950 / -8.772 eV

Positions of all 10 atoms, in Å:
C1 -0.9777 -0.1673 -0.9757
C2 1.2608 0.2569 -0.0271
C3 -0.3733 -0.0774 0.2854
O1 -0.9441 0.9026 1.0502
F1 1.8470 -0.0604 1.1546
F2 1.9463 -0.5289 -0.7289
H1 -1.4633 0.4875 -1.7175
H2 -0.0618 -0.9139 0.9028
H3 -0.9682 -1.2565 -1.5021
H4 -0.2657 1.3574 1.5583

Forces on atoms 1 to 2 (eV/Å):
C -1.4 -5.0 -3.4
C -0.2 1.2 3.1

Here are the natural (NBO) charges for atoms 1 to 5, given in e:
1. C -0.30
2. C 0.61
3. C -0.05
4. O -0.69
5. F -0.38

***

8.
ORCA calculation (the ωB97M-V functional and the def2-TZVPD basis) on C3H4F2S in the gas phase in a non-equilibrium geometry.

Summary:
**Electronic energy**: -19445.3654 eV
**Energy relative to the best compared isomer or geometry (same formula, charge and spin)**: 2.43 kcal/mol
**Max |F|**: 2.40 eV/A
**SMILES string**: CC(=S)C(F)F
**Kohn-Sham gap**: 8.6 eV
**HOMO level**: -9.226 eV

Positions of all 10 atoms, in Å:
C1 -0.3617 -0.6215 -1.5708
C2 -0.4458 -0.0482 -0.2178
S1 -1.8117 0.4001 0.5644
C3 0.9082 0.1369 0.4904
F1 1.6759 0.8983 -0.2485
F2 1.4931 -1.0720 0.5733
H1 0.1802 0.0305 -2.2709
H2 0.1866 -1.5422 -1.4878
H3 -1.3953 -0.6881 -1.9048
H4 0.8905 0.5592 1.5002

Forces on atoms 1 to 2 (eV/Å):
C -0.6 0.8 -0.3
C -0.4 1.1 1.7

Here are the natural (NBO) charges for atoms 1 to 5, given in e:
1. C -0.71
2. C -0.10
3. S 0.08
4. C 0.51
5. F -0.32

***

9.
ORCA calculation (the ωB97M-V functional and the def2-TZVPD basis) on C3H4F3NO2 in the gas phase in a non-equilibrium geometry.

Summary:
**Electronic energy**: -16913.4168 eV
**Energy relative to the best compared isomer or geometry (same formula, charge and spin)**: 8.48 kcal/mol
**Max |F|**: 4.58 eV/A
**SMILES string**: O=C(O)CNC(F)(F)F
**Kohn-Sham gap**: 11.2 eV
**HOMO level**: -11.154 eV

Positions of all 13 atoms, in Å:
O1 1.5261 1.4437 -1.0207
C1 1.5953 0.6515 -0.1487
O2 2.6244 0.6363 0.7191
C2 0.5447 -0.4513 0.0491
N1 -0.6765 -0.2421 -0.7846
C3 -1.8510 -0.2416 -0.1572
F1 -2.1820 1.1174 0.5233
F2 -1.9661 -1.1148 0.8505
F3 -2.9184 -0.4297 -0.9709
H1 2.4484 0.0337 1.5785
H2 0.2457 -0.5766 1.0757
H3 1.0677 -1.3933 -0.3567
H4 -0.4583 0.5669 -1.3572

Forces on atoms 1 to 2 (eV/Å):
O 0.1 0.8 -1.1
C -0.9 -1.0 1.4

Here are the natural (NBO) charges for atoms 1 to 5, given in e:
1. O -0.55
2. C 0.78
3. O -0.67
4. C -0.35
5. N -0.66

***

10.
ORCA calculation (the ωB97M-V functional and the def2-TZVPD basis) on 2 unconnected molecules or ions with the total composition C3H4FIO in a non-equilibrium geometry.

Summary:
**Electronic energy**: -16034.8491 eV
**Energy relative to the best compared isomer or geometry (same formula, charge and spin)**: 139.53 kcal/mol
**Max |F|**: 2.11 eV/A
**Kohn-Sham gap**: 7.6 eV
**HOMO level**: -8.559 eV

Positions of all 10 atoms, in Å:
C1 1.8704 -0.6816 -2.1854
C2 0.7319 -0.0965 0.7294
C3 -1.5473 0.6076 0.9363
O1 -0.4376 -0.2749 1.1532
F1 0.8729 1.0616 0.0442
I1 1.0191 -2.2841 -1.2828
H1 2.9610 -0.7725 -2.0538
H2 -2.3280 0.2896 1.6249
H3 -1.8867 0.5106 -0.0963
H4 -1.2558 1.6402 1.1302

Forces on atoms 1 to 2 (eV/Å):
C -0.3 0.4 -0.4
C 2.1 0.2 0.2

Here are the natural (NBO) charges for atoms 1 to 5, given in e:
1. C -0.33
2. C 0.52
3. C -0.29
4. O -0.50
5. F -0.37

***

11.
ORCA calculation (the ωB97M-V functional and the def2-TZVPD basis) on C3H4FN in the gas phase in a non-equilibrium geometry.

Summary:
**Electronic energy**: -7382.2524 eV
**Energy relative to the best compared isomer or geometry (same formula, charge and spin)**: 6.54 kcal/mol
**Max |F|**: 3.59 eV/A
**SMILES string**: N#CCCF
**Kohn-Sham gap**: 12.9 eV
**HOMO level**: -12.042 eV

Positions of all 9 atoms, in Å:
N1 -2.6028 0.7018 -0.5500
C1 -2.1177 -0.0535 0.1225
C2 -1.2863 -0.9909 0.8524
C3 -0.3084 -1.6459 -0.0921
F1 0.8775 -1.0281 -0.1044
H1 -0.6381 -0.2920 1.4945
H2 -1.8971 -1.7365 1.4648
H3 -0.6456 -1.3955 -1.0446
H4 -0.1496 -2.7122 -0.0522

Forces on atoms 1 to 2 (eV/Å):
N -1.8 2.4 -2.0
C 1.3 -2.2 1.7

Here are the natural (NBO) charges for atoms 1 to 5, given in e:
1. N -0.31
2. C 0.27
3. C -0.56
4. C 0.06
5. F -0.35

***

12.
ORCA calculation (the ωB97M-V functional and the def2-TZVPD basis) on 2 unconnected molecules or ions with the total composition C3H4FN in a non-equilibrium geometry.

Summary:
**Electronic energy**: -7375.0336 eV
**Energy relative to the best compared isomer or geometry (same formula, charge and spin)**: 173.01 kcal/mol
**Max |F|**: 4.66 eV/A
**Kohn-Sham gap (alpha / beta)**: 7.3 / 7.3 eV
**HOMO level (alpha / beta)**: -8.078 / -8.111 eV

Positions of all 9 atoms, in Å:
C1 1.0557 1.7044 0.8725
C2 -0.9603 -1.4466 -1.1684
C3 -1.6319 -0.0598 0.7138
N1 -1.6355 -0.7860 -0.3085
F1 -2.5489 0.8215 1.0306
H1 1.1777 2.6639 0.3851
H2 1.9754 1.5405 1.5415
H3 -0.2916 -1.1092 -1.8527
H4 -1.2075 -2.4961 -1.0749

Forces on atoms 1 to 2 (eV/Å):
C 1.2 -0.7 0.9
C -3.3 -2.1 2.6

Here are the natural (NBO) charges for atoms 1 to 5, given in e:
1. C -0.16
2. C -0.10
3. C 0.47
4. N -0.41
5. F -0.31